(1)
Below is one molecule with the formula C10H6N2 at a distorted geometry, with properties calculated with ωB97M-V with the def2-TZVPD basis set.

Values from the calculation:
HOMO   -8.73 eV
ΔE to the lowest compared entry with this formula, charge and spin   8.648 eV
Calculated total energy   -13437.827 eV
Total charge   0
Frontier orbital gap   7.49 eV
2S+1   1
SMILES string   C#Cc1cnc2ccccc2n1

Structure (XYZ):
```
18
Properties=species:S:1:pos:R:3:nbo_charge:R:1
C 4.936 0.340 0.395 -0.221
C 3.692 0.195 -0.045 -0.067
C 2.108 -0.099 -0.152 0.118
C 1.616 -1.509 -0.649 0.014
N 0.242 -1.940 -0.762 -0.358
C -0.634 -0.854 -0.346 0.117
C -2.213 -1.146 -0.394 -0.205
C -3.325 -0.099 -0.031 -0.223
C -2.825 1.352 0.428 -0.215
C -1.282 1.673 0.497 -0.210
C -0.177 0.574 0.114 0.120
N 1.217 0.975 0.221 -0.349
H 5.937 0.443 0.974 0.281
H 2.434 -2.279 -0.954 0.232
H -2.586 -2.194 -0.742 0.241
H -4.462 -0.317 -0.066 0.243
H -3.570 2.178 0.727 0.235
H -0.902 2.725 0.808 0.247
```

***

(2)
Below is C23H31ClCuF6N2O7PS2 as an isolated structure at a distorted geometry, with properties calculated with ωB97M-V with the def2-TZVPD basis set.

Values from the calculation:
HOMO (alpha / beta)   -2.96 / -4.51 eV
ΔE to the lowest compared entry with this formula, charge and spin   0.688 eV
<S²>   0.780
Calculated total energy   -146093.856 eV
Total charge   -1
Frontier orbital gap (alpha / beta)   5.47 / 7.00 eV
2S+1   2

Structure (XYZ):
```
74
Properties=species:S:1:pos:R:3:nbo_charge:R:1
Cu 0.331 0.380 0.235 0.794
F -2.773 -0.994 2.228 -0.317
C -2.176 -1.418 3.343 0.707
F -2.810 -2.521 3.746 -0.318
F -2.372 -0.486 4.281 -0.318
S -0.358 -1.786 3.033 2.279
O 0.183 -0.548 2.556 -0.972
O 0.144 -2.265 4.281 -0.919
N -0.471 -2.940 1.979 -1.215
S -1.010 -2.649 0.534 2.280
O -0.874 -1.312 0.026 -0.983
O -2.247 -3.303 0.251 -0.919
C 0.274 -3.708 -0.360 0.722
F 1.515 -3.331 -0.044 -0.320
F 0.144 -4.985 0.008 -0.319
F 0.184 -3.680 -1.696 -0.326
Cl 5.143 -0.036 2.773 0.010
C 4.304 -0.181 1.272 -0.073
C 5.016 -0.209 0.076 -0.187
C 4.262 -0.335 -1.090 -0.241
C 2.888 -0.400 -1.013 0.037
N 2.209 -0.341 0.143 -0.503
C 2.928 -0.258 1.273 0.029
H 6.092 -0.152 0.066 0.226
H 4.752 -0.390 -2.052 0.219
H 2.288 -0.503 -1.910 0.209
H 2.373 -0.257 2.196 0.242
C -1.542 -1.879 -5.287 -0.633
C -0.185 -1.941 -4.597 -0.059
O 0.211 -0.664 -4.154 -0.837
P -0.150 -0.053 -2.647 1.655
O -1.760 -0.056 -2.846 -0.848
C -2.633 0.737 -2.065 -0.059
C -3.265 1.802 -2.958 -0.629
O 0.071 1.512 -3.070 -0.845
C 1.335 2.134 -3.155 -0.061
C 1.137 3.641 -3.069 -0.618
H -1.785 -2.843 -5.726 0.196
H -1.517 -1.119 -6.064 0.203
H -2.301 -1.606 -4.562 0.230
H 0.586 -2.264 -5.309 0.167
H -0.215 -2.656 -3.772 0.177
H -2.087 1.200 -1.239 0.205
H -3.398 0.069 -1.654 0.179
H -2.477 2.403 -3.406 0.219
H -3.924 2.440 -2.375 0.202
H -3.843 1.336 -3.756 0.198
H 1.786 1.869 -4.121 0.165
H 1.996 1.798 -2.346 0.179
H 0.328 3.944 -3.728 0.204
H 2.049 4.157 -3.358 0.201
H 0.892 3.916 -2.048 0.227
C -1.127 2.424 2.730 -0.614
C -0.802 3.099 1.414 -0.042
C -1.750 4.255 1.141 -0.608
C -0.224 2.319 0.293 -0.713
C 0.709 3.308 1.121 -0.189
C 1.708 2.706 1.987 -0.163
C 2.988 3.170 2.043 -0.245
C 3.388 4.296 1.315 -0.277
C 2.438 4.961 0.541 -0.272
C 1.146 4.522 0.461 -0.120
H -2.205 2.309 2.833 0.200
H -0.769 3.019 3.571 0.196
H -0.680 1.439 2.772 0.236
H -2.776 3.921 1.302 0.203
H -1.681 4.613 0.117 0.200
H -1.546 5.086 1.818 0.200
H -0.457 2.785 -0.672 0.186
H 1.419 1.838 2.555 0.212
H 3.715 2.660 2.661 0.199
H 4.403 4.662 1.371 0.191
H 2.731 5.851 -0.002 0.193
H 0.433 5.080 -0.129 0.186
```

***

(3)
Below is one molecule with the formula C3H5NOS at a distorted geometry, with properties calculated with ωB97M-V with the def2-TZVPD basis set.

Values from the calculation:
HOMO   -10.01 eV
ΔE to the lowest compared entry with this formula, charge and spin   1.448 eV
Calculated total energy   -17563.820 eV
Total charge   0
Frontier orbital gap   10.49 eV
2S+1   1
SMILES string   N#C[C@@H](S)CO

Structure (XYZ):
```
11
Properties=species:S:1:pos:R:3:nbo_charge:R:1
C -0.659 -0.906 -0.259 -0.055
C 0.277 0.120 0.348 -0.461
C 1.679 -0.167 -0.004 0.263
H -2.107 0.263 -0.334 0.468
H -0.405 -1.876 0.153 0.202
H -0.474 -0.910 -1.326 0.172
H 0.103 0.145 1.458 0.265
H 0.924 2.514 0.186 0.160
N 2.780 -0.397 -0.146 -0.294
O -1.963 -0.587 0.058 -0.684
S -0.156 1.802 -0.136 -0.036
```

***

(4)
Below is one molecule with the formula C7H8 at a distorted geometry, with properties calculated with ωB97M-V with the def2-TZVPD basis set.

Values from the calculation:
HOMO   -9.10 eV
ΔE to the lowest compared entry with this formula, charge and spin   1.422 eV
Calculated total energy   -7387.325 eV
Total charge   0
Frontier orbital gap   10.23 eV
2S+1   1
SMILES string   Cc1ccccc1

Structure (XYZ):
```
15
Properties=species:S:1:pos:R:3:nbo_charge:R:1
C 2.048 0.799 0.456 -0.633
C 0.581 0.256 0.228 -0.016
C 0.012 -0.785 1.015 -0.214
C -1.279 -1.185 0.765 -0.193
C -1.879 -0.692 -0.466 -0.234
C -1.305 0.250 -1.256 -0.198
C -0.014 0.720 -0.852 -0.219
H 2.711 -0.007 0.732 0.222
H 2.522 1.139 -0.519 0.209
H 1.912 1.712 1.017 0.224
H 0.554 -1.403 1.721 0.211
H -1.705 -1.773 1.501 0.210
H -2.722 -1.263 -0.711 0.208
H -1.757 0.671 -2.308 0.221
H 0.323 1.562 -1.324 0.200
```

***

(5)
Below is a 2-piece molecular cluster, C4H15N4 overall at a distorted geometry, with properties calculated with ωB97M-V with the def2-TZVPD basis set.

Values from the calculation:
HOMO   -11.09 eV
ΔE to the lowest compared entry with this formula, charge and spin   4.709 eV
Calculated total energy   -10342.072 eV
Total charge   +1
Frontier orbital gap   8.41 eV
2S+1   1

Structure (XYZ):
```
23
Properties=species:S:1:pos:R:3:nbo_charge:R:1
C 0.828 -2.435 0.918 -0.407
C -0.551 1.461 1.929 -0.428
C -2.082 1.412 0.110 -0.422
C -0.593 -0.355 0.356 0.430
N 1.691 -0.247 -2.616 -0.526
N 0.401 -0.984 0.999 -0.559
N 0.936 0.511 -1.702 -0.897
N -1.178 0.671 0.861 -0.345
H 1.906 -2.481 0.792 0.217
H 0.490 -3.067 1.776 0.229
H 0.393 -2.861 0.051 0.211
H -1.244 2.245 2.276 0.241
H -0.255 0.772 2.715 0.217
H 0.208 1.999 1.429 0.229
H -1.748 2.473 0.120 0.221
H -2.130 1.110 -1.008 0.234
H -3.112 1.281 0.659 0.231
H -0.951 -0.664 -0.623 0.249
H 1.152 -1.042 -3.203 0.352
H 2.331 -0.786 -2.004 0.414
H 0.840 -0.567 1.784 0.403
H 0.446 1.237 -2.257 0.306
H 2.223 0.314 -3.363 0.400
```

***

(6)
Below is C12H14F36LiN6O31S12 as an isolated structure at a distorted geometry, with properties calculated with ωB97M-V with the def2-TZVPD basis set.

Values from the calculation:
HOMO   -1.91 eV
Calculated total energy   -313128.272 eV
Total charge   -5
Frontier orbital gap   5.10 eV
2S+1   1

Structure (XYZ):
```
112
Properties=species:S:1:pos:R:3:lowdin_charge:R:1
Li -1.267 3.107 -4.452 0.919
C 9.313 -4.076 -10.030 -0.717
F 10.054 -4.195 -11.093 0.147
F 9.465 -5.194 -9.341 0.139
F 9.731 -3.039 -9.317 0.136
S 7.522 -3.743 -10.543 0.725
O 7.345 -2.275 -10.484 -0.333
O 7.491 -4.299 -11.900 -0.340
N 6.466 -4.609 -9.456 -0.303
S 5.991 -3.586 -8.484 0.511
O 6.979 -2.671 -7.921 -0.336
O 4.771 -2.879 -8.947 -0.330
C 5.436 -4.793 -7.079 -0.560
F 4.673 -5.793 -7.574 0.109
F 6.528 -5.366 -6.491 0.067
F 4.870 -4.141 -6.000 0.085
C -6.609 -0.368 4.883 -0.658
F -5.431 0.225 4.911 0.153
F -7.244 -0.126 6.004 0.137
F -7.312 0.043 3.812 0.118
S -6.422 -2.353 4.710 0.720
O -5.755 -2.455 3.394 -0.336
O -5.665 -2.946 5.791 -0.319
N -8.176 -2.736 4.866 -0.318
S -8.528 -3.277 3.484 0.543
O -8.375 -2.247 2.460 -0.339
O -7.981 -4.668 3.206 -0.368
C -10.428 -3.586 3.640 -0.656
F -10.798 -4.243 2.551 0.115
F -10.803 -4.300 4.720 0.106
F -11.072 -2.409 3.579 0.100
C -2.339 -5.009 -11.277 -0.659
F -2.769 -6.204 -11.733 0.108
F -1.045 -5.152 -11.012 0.123
F -2.369 -4.045 -12.153 0.157
S -3.262 -4.593 -9.599 0.681
O -2.963 -3.223 -9.238 -0.314
O -4.638 -4.907 -9.793 -0.324
N -2.680 -5.834 -8.469 -0.286
S -1.838 -5.031 -7.567 0.461
O -0.646 -4.501 -8.193 -0.308
O -2.611 -4.214 -6.641 -0.311
C -1.408 -6.533 -6.417 -0.550
F -0.705 -7.557 -7.022 0.071
F -0.740 -6.128 -5.321 0.098
F -2.583 -6.986 -5.826 0.053
C 3.963 -2.610 4.106 -0.644
F 3.641 -3.625 3.254 0.105
F 5.140 -2.075 3.938 0.169
F 3.070 -1.661 3.888 0.134
S 3.772 -3.348 5.925 0.737
O 2.628 -4.279 5.890 -0.326
O 5.053 -4.039 6.227 -0.359
N 3.494 -1.897 6.871 -0.325
S 4.571 -1.906 7.918 0.536
O 4.487 -3.075 8.798 -0.351
O 5.902 -1.660 7.295 -0.379
C 4.138 -0.243 9.031 -0.582
F 4.102 0.816 8.282 0.149
F 2.857 -0.379 9.416 0.084
F 4.862 -0.092 10.220 0.057
C -5.152 9.762 7.078 -0.564
F -4.965 8.415 7.085 0.095
F -5.766 10.200 5.909 0.076
F -5.795 10.129 8.181 0.130
S -3.342 10.504 7.015 0.680
O -3.109 10.894 5.614 -0.325
O -3.288 11.586 7.960 -0.343
N -2.340 9.267 7.748 -0.298
S -1.581 8.703 6.540 0.534
O -2.253 8.302 5.301 -0.337
O -0.407 9.554 6.203 -0.362
C -0.840 7.096 7.302 -0.680
F -0.075 6.388 6.406 0.105
F -0.107 7.451 8.360 0.117
F -1.800 6.328 7.647 0.171
C -1.374 2.626 0.570 -0.662
F -1.517 1.468 1.170 0.173
F -2.414 2.931 -0.256 0.098
F -1.239 3.601 1.432 0.166
S 0.289 2.591 -0.412 0.686
O 0.517 3.950 -0.846 -0.347
O 1.336 2.059 0.475 -0.299
N -0.109 1.694 -1.901 -0.358
S 0.546 0.273 -1.768 0.541
O 0.292 -0.323 -0.460 -0.325
O 0.226 -0.642 -2.864 -0.328
C 2.498 0.615 -2.100 -0.604
F 2.740 1.940 -1.922 0.074
F 3.232 -0.018 -1.189 0.131
F 2.830 0.183 -3.314 0.135
O -7.816 5.347 -1.450 -0.059
H -7.101 4.789 -1.145 0.033
H -8.588 4.781 -1.426 0.027
O -0.757 -1.575 4.020 -0.049
H -1.557 -1.624 3.498 0.025
H -0.048 -1.618 3.379 0.022
O 1.167 8.851 -2.896 -0.058
H 0.718 9.359 -2.220 0.030
H 0.853 7.955 -2.771 0.028
O 5.612 4.188 1.533 -0.057
H 5.898 3.719 0.749 0.017
H 5.465 3.502 2.184 0.026
O 8.002 1.744 -0.591 -0.050
H 7.773 0.833 -0.774 0.034
H 8.928 1.715 -0.350 0.023
O 3.451 2.393 4.531 -0.051
H 3.396 1.604 5.071 0.024
H 2.744 2.298 3.893 0.030
O -3.162 -4.245 -0.324 -0.053
H -3.510 -4.712 0.436 0.026
H -2.350 -3.847 -0.009 0.027
```

***

(7)
Below is C6H10I2NO as an isolated structure at a distorted geometry, with properties calculated with ωB97M-V with the def2-TZVPD basis set.

Values from the calculation:
HOMO (alpha / beta)   -12.25 / -12.18 eV
ΔE to the lowest compared entry with this formula, charge and spin   1.976 eV
Calculated total energy   -26110.386 eV
Total charge   +1
Frontier orbital gap (alpha / beta)   6.70 / 6.69 eV
2S+1   1

Structure (XYZ):
```
20
Properties=species:S:1:pos:R:3:nbo_charge:R:1
C 0.681 0.556 -0.555 0.233
C 0.568 -0.077 0.836 -0.277
C 1.460 0.073 -1.542 -0.061
C -1.806 -0.090 0.108 -0.398
C 1.727 0.735 -2.792 -0.673
C -1.219 -0.711 2.505 -0.453
N -0.819 -0.690 1.067 -0.468
O 0.233 1.776 -0.554 -0.564
I -1.967 1.937 0.301 0.646
I -3.479 -1.260 -0.233 0.373
H 1.185 -0.976 0.678 0.228
H 0.917 0.661 1.536 0.261
H 1.958 -0.925 -1.387 0.209
H 2.453 1.631 -2.667 0.264
H 0.808 1.065 -3.064 0.240
H 2.008 0.053 -3.578 0.242
H -0.595 -1.187 3.306 0.268
H -1.234 0.275 2.850 0.233
H -2.271 -1.288 2.565 0.251
H -0.605 -1.558 0.622 0.445
```

***

(8)
Below is one molecule with the formula CH2FNO5S at a distorted geometry, with properties calculated with ωB97M-V with the def2-TZVPD basis set.

Values from the calculation:
HOMO   -12.02 eV
ΔE to the lowest compared entry with this formula, charge and spin   0.697 eV
Calculated total energy   -26343.187 eV
Total charge   0
Frontier orbital gap   11.74 eV
2S+1   1
SMILES string   O=[N+]([O-])OS(=O)(=O)CF

Structure (XYZ):
```
11
Properties=species:S:1:pos:R:3:nbo_charge:R:1
C 1.456 0.324 -0.489 -0.203
N -1.844 -1.064 -0.331 0.755
O -0.771 -0.593 0.717 -0.669
O -1.933 -0.388 -1.291 -0.286
O -0.444 1.999 0.483 -0.873
O 0.844 0.695 2.078 -0.871
O -2.437 -2.027 -0.005 -0.259
F 0.832 -0.596 -1.277 -0.322
S 0.251 0.821 0.751 2.267
H 1.874 1.229 -0.871 0.225
H 2.171 -0.400 0.235 0.236
```

***

2S+1 of number 8 (CH2FNO5S)?
1

***

Look up the total charge of the eighth one.
0

***

Which of these has the highest 2S+1?
C23H31ClCuF6N2O7PS2